Molecular formula: C18H43O9P
Method: DFT, wB97M-V/def2-TZVPD

ORCA input file:
```
! wB97M-V def2-TZVPD RIJCOSX def2/J DEFGRID3
* xyz 0 1
C 3.5844 -0.2828 2.0379
O 3.5827 0.6268 3.2260
C 3.1233 1.9896 2.8130
C 1.5791 2.1305 3.3456
C 0.4903 2.5104 2.1379
P -1.2311 1.9658 2.8266
O -2.0449 3.3926 3.5032
C -2.3333 1.2362 1.3974
C -2.5568 -0.3657 1.8153
O -2.5656 -0.6427 3.1471
H 2.6748 0.0675 1.3652
H 4.6129 -0.2784 1.4609
H 3.3822 -1.3682 2.4886
H 3.7733 2.7385 3.4760
H 3.2683 2.2013 1.6699
H 1.1452 1.1504 3.8512
H 1.5378 3.0388 4.1133
H 0.4663 3.6976 2.1190
H 0.7615 2.0304 1.1055
H -1.8329 3.3065 4.4985
H -3.3820 1.8003 1.3323
H -1.8347 1.3513 0.3418
H -2.6659 -1.2386 1.0419
C 2.9573 -1.0290 -3.5852
O 4.3204 -1.3447 -3.8489
C 5.2193 -0.4207 -3.2313
C 5.8570 -1.0221 -1.9755
O 4.8885 -1.1948 -0.9359
C 4.4777 -2.5512 -0.8033
H 2.3389 -1.8621 -3.9301
H 2.7754 -0.8804 -2.5162
H 2.6720 -0.1298 -4.1402
H 4.7140 0.5249 -3.0008
H 6.0090 -0.2102 -3.9601
H 6.6100 -0.3250 -1.5946
H 6.3599 -1.9694 -2.2052
H 5.2864 -3.1401 -0.3613
H 4.1880 -2.9827 -1.7651
H 3.6143 -2.5843 -0.1332
C -0.9103 3.7222 -7.0946
O -0.3431 2.8041 -8.0232
C 1.0183 2.4949 -7.7161
C 1.1401 1.1156 -7.0620
O 0.5588 1.1104 -5.7541
C -0.7194 0.4840 -5.7359
H -1.9866 3.7764 -7.2790
H -0.7506 3.4025 -6.0600
H -0.4797 4.7166 -7.2479
H 1.4642 3.2709 -7.0823
H 1.5634 2.4830 -8.6657
H 2.2011 0.8769 -6.9382
H 0.6915 0.3397 -7.6943
H -0.6024 -0.5965 -5.8579
H -1.3741 0.8765 -6.5184
H -1.1829 0.6782 -4.7649
C -4.7576 -4.4899 5.7613
O -4.0960 -3.2723 6.0883
C -4.1923 -2.3054 5.0399
C -5.2324 -1.2309 5.3700
O -6.5569 -1.7734 5.3617
C -7.0574 -1.9914 6.6763
H -4.7993 -5.1103 6.6606
H -5.7802 -4.3142 5.4126
H -4.1892 -5.0252 4.9944
H -4.4161 -2.7869 4.0804
H -3.2098 -1.8294 4.9554
H -5.2008 -0.4598 4.5938
H -5.0106 -0.7512 6.3312
H -7.2859 -1.0315 7.1479
H -6.3466 -2.5475 7.2933
H -7.9805 -2.5724 6.6001
*
```

The value obtained for the orbital gap is 8.123 eV. As for the energy: -47070.3904 eV. The lowest unoccupied orbital energy is -0.096 eV. The calculation puts the HOMO energy at -0.30204 Eh. As for the structure (SMILES): COCCCP(O)CC=O.COCCOC.COCCOC.COCCOC.

Results of the Mulliken charge analysis, in e, for atoms 1 through 2: C -0.393; O -0.411